1.
Molecular formula: C21H34O6
Method: DFT, ωB97M-V with the def2-TZVPD basis set

The geometry in ORCA input format:
```
! wB97M-V def2-TZVPD RIJCOSX def2/J DEFGRID3
* xyz 0 1
C 3.50905 -0.26437 1.37425
C 3.70795 -1.60327 0.53790
C 4.19160 -1.30338 -0.94440
C 3.10668 -1.72708 -2.02667
C 1.89396 -0.71626 -2.07223
C 2.29473 0.78558 -2.39969
C 1.55956 1.74764 -1.34426
C 0.35274 2.50692 -2.02755
O -0.68717 1.63068 -2.47846
C -1.65626 1.47330 -1.41942
C -2.73148 2.64046 -1.51888
O -4.06147 2.27574 -1.16371
C -4.23301 2.15880 0.25196
C -2.24310 0.02709 -1.30992
O -3.23270 -0.29333 -2.30752
C -3.76494 -1.54372 -1.95963
C -4.59134 -1.77433 -0.77036
C -5.10476 -3.10427 -0.40436
C -4.79034 -4.27973 -1.25051
C -4.00270 -4.01448 -2.44872
C -3.48815 -2.68966 -2.82203
H 4.31513 0.44380 1.03591
H 3.51380 -0.43270 2.47882
H 2.51061 0.15951 1.09993
H 4.52440 -2.18858 1.04591
H 2.77713 -2.22905 0.52604
H 5.11412 -1.91305 -1.13458
H 4.45155 -0.20775 -1.02154
H 3.59675 -1.85792 -3.02536
H 2.69589 -2.73121 -1.70677
H 1.31780 -0.82133 -1.10734
H 1.18695 -1.04905 -2.88536
H 1.90442 1.01564 -3.42813
H 3.39776 0.96891 -2.41118
H 2.34533 2.51085 -1.05703
H 1.25982 1.20351 -0.41390
H 0.01792 3.30497 -1.31184
H 0.75386 3.05431 -2.93177
H -1.08520 1.65139 -0.45640
H -2.68153 3.09921 -2.54762
H -2.37867 3.46539 -0.82129
H -5.13647 1.49641 0.40386
H -3.35214 1.63564 0.70516
H -4.47935 3.13837 0.74877
H -1.37325 -0.68176 -1.48037
H -2.57036 -0.12909 -0.25047
H -4.85574 -0.94968 -0.06557
H -5.73545 -3.24853 0.50989
H -5.14605 -5.30265 -0.98808
H -3.74114 -4.86647 -3.11556
H -2.89607 -2.57855 -3.75576
O 1.21205 0.73932 3.22168
C 1.72713 0.94936 4.27285
O 2.02155 2.18853 4.75179
C 2.41126 2.03541 6.11312
C 2.87661 0.60680 6.16912
O 2.10041 -0.01945 5.15246
H 3.19809 2.74237 6.37373
H 1.54346 2.21895 6.75187
H 3.93586 0.50118 5.92080
H 2.69295 0.14468 7.13842
*
```

Values from the calculation:
SMILES string	CCCCCCCCO[C@@H](COC)COc1ccccc1.O=C1OCCO1
energy	-1271.87950	hartree

Löwdin population analysis, charges in e, atoms 1 to 8: atom 1 (C): -0.106, atom 2 (C): -0.240, atom 3 (C): -0.214, atom 4 (C): -0.212, atom 5 (C): -0.208, atom 6 (C): -0.173, atom 7 (C): -0.160, atom 8 (C): -0.225

---

2.
Molecular formula: C21H35Cl2N2O4Pb
Method: DFT, ωB97M-V with the def2-TZVPD basis set

The geometry in ORCA input format:
```
! wB97M-V def2-TZVPD RIJCOSX def2/J DEFGRID3
* xyz -1 1
O 2.91729 1.05492 -3.62938
C 2.73672 1.30238 -4.81506
C 2.80327 2.66946 -5.43888
C 3.08102 3.79177 -4.63902
H 3.25175 3.66004 -3.56429
C 3.13275 5.06390 -5.22259
H 3.34569 5.93771 -4.59804
C 2.91042 5.21575 -6.60465
H 2.94997 6.21060 -7.06125
C 2.63680 4.09178 -7.40656
H 2.46276 4.20099 -8.48355
C 2.58585 2.81917 -6.82069
H 2.37560 1.92329 -7.41577
H 2.52198 0.50267 -5.56174
C -2.65520 0.77412 -1.60501
C -2.58072 -0.02989 -0.35332
H -3.71677 0.84139 -1.89375
H -2.04969 0.28700 -2.39732
H -2.23170 1.78606 -1.43499
C -3.36105 -0.79448 0.31263
C -4.80550 -1.02642 -0.05248
H -3.05007 -1.35982 1.23164
H -5.05029 -0.38766 -0.91021
H -5.44567 -0.76953 0.79821
H -4.93444 -2.08000 -0.31963
Pb -0.46093 0.15227 0.34822
Cl -0.57032 2.70017 0.89861
Cl 0.78513 0.06474 -1.85590
C -2.21968 0.48258 2.89338
O -1.26040 -0.29077 2.59574
N -2.89065 0.25259 4.01138
C -2.49209 -0.86616 4.86456
C -4.00747 1.08807 4.40341
H -2.55423 1.30389 2.23232
H -1.65720 -1.41470 4.40826
H -3.34962 -1.53386 5.00116
H -2.19511 -0.47421 5.84401
H -4.14170 1.84587 3.62106
H -3.77414 1.56770 5.36233
H -4.90989 0.46952 4.49521
H -0.03762 -5.46907 1.30538
H 2.39796 -5.26652 0.30287
C -0.36866 -4.83897 0.47413
C 1.95620 -4.64126 -0.48326
N 0.75274 -4.01762 0.02910
H -1.20616 -4.20395 0.79025
C 0.63043 -2.70505 0.06496
O -0.41238 -2.20712 0.58959
H 2.64761 -3.83795 -0.76903
H 1.46366 -2.08646 -0.31476
H -0.66829 -5.48391 -0.35653
H 1.69076 -5.24908 -1.35590
C 1.93069 0.28131 3.94994
C 2.92433 -0.65966 3.28268
C 2.12188 -1.09433 2.07287
O 1.51289 0.15635 1.63751
C 1.48365 1.11813 2.75839
H 1.05273 -0.28494 4.31678
H 2.33848 0.91820 4.75063
H 3.22212 -1.52874 3.88932
H 3.79235 -0.09335 2.90552
H 2.69719 -1.55594 1.23149
H 1.30301 -1.78312 2.36815
H 0.47408 1.55859 2.86553
H 2.16788 1.94159 2.45632
*
```

Values from the calculation:
relative energy (zero: lowest compared OMol25 entry of this formula, charge and spin)	2.364	eV

Löwdin population analysis, charges in e, atoms 1 to 8: atom 1 (O): -0.036, atom 2 (C): -0.221, atom 3 (C): -0.186, atom 4 (C): -0.015, atom 5 (H): 0.126, atom 6 (C): -0.081, atom 7 (H): 0.102, atom 8 (C): -0.096

---

3.
Molecular formula: C21H35N2O
Method: DFT, ωB97M-V with the def2-TZVPD basis set

The geometry in ORCA input format:
```
! wB97M-V def2-TZVPD RIJCOSX def2/J DEFGRID3
* xyz 1 1
C -2.19857 -1.41432 0.33130
H -1.56511 -2.03508 -0.29178
C -2.80530 -0.30427 -0.71625
C -3.61259 0.63134 -0.02186
C -3.99506 1.75364 -1.07343
C -2.93551 2.66895 -1.36503
C -2.18687 3.49999 -0.15283
C -1.27157 4.31417 -0.92126
C -0.10215 3.60303 -1.61413
C 0.58842 2.65701 -0.74233
C 1.65905 1.88437 -1.33798
C 2.33567 0.66201 -0.69674
C 3.76631 0.36925 -1.47710
H 3.33437 -0.02031 -2.30166
H 4.40765 1.03579 -1.46500
O 4.33158 -0.76977 -0.49464
C 3.74890 -1.86479 -0.68286
N 2.79380 -2.15896 0.53339
C 2.70002 -1.57562 1.57581
N 1.89446 -1.98310 2.61539
C 1.15000 -2.97979 1.76679
C 0.01927 -3.73389 2.45996
C -0.61394 -4.56340 1.42537
C -0.00306 -4.67046 0.24374
C 0.93091 -4.10452 -0.55895
C 1.58363 -2.99665 0.51115
H 1.62942 -3.94793 -1.42097
H -0.62844 -5.41824 -0.62648
H -1.29868 -5.12080 1.74468
H -0.35979 -3.47653 3.30036
C 1.63089 -1.60194 3.81983
H 0.77531 -1.15014 3.84759
H 2.44171 -0.78790 4.11376
H 1.93445 -2.34705 4.47970
H 3.69315 -0.85453 1.84665
H 4.21073 -2.82736 -0.55796
H 3.00583 -2.16884 -1.76299
H 1.60473 0.12737 -0.35856
H 2.57101 1.10573 0.39941
H 1.47045 1.58333 -2.27350
H 2.58798 2.95160 -1.41386
H 0.90387 2.96922 0.52820
H -0.04801 1.75683 -0.47063
H -0.32034 3.29646 -2.47486
H 0.63893 4.30971 -1.83326
H -1.73964 5.26156 -1.57132
H -0.80627 5.07628 0.02125
H -3.04946 4.23799 0.18029
H -2.01524 2.70627 0.35202
H -3.48965 3.23375 -2.00294
H -2.36330 2.05759 -2.01246
H -4.91227 2.26199 -0.36975
H -4.79157 1.33285 -1.86508
H -4.42957 0.13861 0.43302
H -3.12415 1.17910 0.96432
H -1.86018 0.23641 -0.82042
H -3.07269 -0.82999 -1.60990
H -1.62500 -1.11253 1.20849
H -3.11851 -2.08344 0.65628
*
```

Values from the calculation:
relative energy (zero: lowest compared OMol25 entry of this formula, charge and spin)	20.515	eV

Löwdin population analysis, charges in e, atoms 1 to 8: atom 1 (C): -0.095, atom 2 (H): 0.031, atom 3 (C): -0.272, atom 4 (C): -0.282, atom 5 (C): -0.260, atom 6 (C): -0.244, atom 7 (C): -0.168, atom 8 (C): -0.247

---

4.
Molecular formula: C21H35N4O9PRuS2
Method: DFT, ωB97M-V with the def2-TZVPD basis set

The geometry in ORCA input format:
```
! wB97M-V def2-TZVPD RIJCOSX def2/J DEFGRID3
* xyz 2 5
Ru -0.76553 0.61288 -0.45668
O -1.62317 -1.09683 -0.87706
N -2.86851 -1.39646 -0.46795
C -3.34506 -2.59112 -0.83273
C -4.61994 -2.97084 -0.45608
C -5.39597 -2.10052 0.29454
C -4.87842 -0.86524 0.65239
C -3.58902 -0.50156 0.27154
S -2.90654 1.02738 0.67288
H -2.67354 -3.19721 -1.42385
H -4.98322 -3.94134 -0.76214
H -6.39723 -2.37504 0.59678
H -5.45694 -0.15805 1.23091
C -1.50402 0.82582 -4.36226
C -2.18424 1.79859 -3.42409
C -2.34309 3.17566 -4.03538
C -3.49246 1.26838 -2.87461
O -1.21031 1.90267 -2.25952
P -1.13965 3.19610 -1.24075
O -2.45408 3.48514 -0.66467
O -0.16915 2.37619 -0.23411
O -0.39543 4.37346 -1.85607
C 1.06164 4.65140 -2.18676
C 1.62199 3.44556 -2.91132
C 1.75934 4.93603 -0.87509
C 0.98164 5.87562 -3.07141
H -2.13552 0.65978 -5.23504
H -1.33954 -0.13837 -3.87691
H -0.54739 1.22024 -4.70227
H -3.00776 3.08444 -4.89514
H -1.39071 3.56576 -4.39134
H -2.79607 3.88363 -3.34088
H -4.21408 1.18443 -3.68767
H -3.90089 1.94621 -2.12572
H -3.35310 0.26794 -2.45808
H 1.61008 2.55609 -2.27962
H 2.65977 3.64748 -3.17780
H 1.07320 3.24674 -3.83187
H 1.81849 4.04544 -0.25041
H 1.25019 5.72993 -0.33135
H 2.77652 5.26893 -1.08438
H 0.40861 5.66894 -3.97434
H 1.98960 6.16907 -3.36516
H 0.52218 6.70652 -2.53956
C 4.04650 -6.93071 3.75516
C 4.21783 -5.46252 3.38817
S 2.69694 -4.59096 3.67279
O 2.29147 -4.73770 5.04110
O 1.74893 -4.91510 2.62703
C 3.08423 -2.85353 3.41653
C 1.81490 -2.07552 3.77999
N 1.49194 -1.03146 2.79073
C 0.58881 -1.17494 1.80580
N 0.49064 -0.03031 1.11197
C 1.36586 0.87056 1.66859
C 1.98427 0.25272 2.69890
N 3.01917 0.80862 3.53908
O 3.56922 0.05497 4.31543
O 3.26181 1.97802 3.36648
C -0.16092 -2.42957 1.54871
H 4.97199 -7.45727 3.53102
H 3.24227 -7.38636 3.17953
H 3.82866 -7.03993 4.81539
H 4.46580 -5.32764 2.33465
H 4.97623 -4.97687 4.00402
H 3.33362 -2.74450 2.36100
H 3.93213 -2.54697 4.02388
H 1.90611 -1.60956 4.75391
H 0.94735 -2.73135 3.81053
H 1.49453 1.87525 1.31123
H -1.08257 -2.45461 2.13740
H 0.42740 -3.30805 1.81809
H -0.40784 -2.49455 0.49394
*
```

Values from the calculation:
relative energy (zero: lowest compared OMol25 entry of this formula, charge and spin)	0.642	eV

Löwdin population analysis, charges in e, atoms 1 to 8: atom 1 (Ru): 1.385, atom 2 (O): -0.295, atom 3 (N): -0.166, atom 4 (C): 0.041, atom 5 (C): 0.032, atom 6 (C): 0.017, atom 7 (C): -0.016, atom 8 (C): -0.572